Record 1
# C4H10NO

A cluster of 2 separate species, C4H10NO in total (wB97M-V/def2-TZVPD, OMol25).

Summary:
**Relative energy (zero: lowest compared OMol25 entry of this formula, charge and spin)**: 562.5 kJ/mol
**LUMO energy (spin up / spin down)**: -4.11 / -4.01 eV
**HOMO level (spin up / spin down)**: -12.626 / -12.719 eV
**Electronic energy**: -287.94883 Ha
**Net charge**: +1
**Orbital gap (spin up / spin down)**: 0.313 / 0.320 Ha

Structure (XYZ):
```
16
Properties=species:S:1:pos:R:3:forces:R:3:lowdin_charge:R:1
C 2.393344 -0.103313 -0.709869 0.438 1.122 -2.390 -0.0828
C 1.936973 -0.532108 0.412233 -2.486 -0.289 1.160 0.0376
C -1.414515 1.897731 0.089141 -0.415 1.458 2.786 -0.0738
C -0.553994 -0.374482 0.425394 2.565 1.824 1.805 -0.1820
N -1.036816 -1.643650 -0.219384 -1.279 -1.362 4.923 0.2069
O -0.917628 0.670329 -0.374501 0.139 -2.520 -0.087 -0.1736
H 3.438421 0.061793 -1.013985 -0.007 -0.456 0.876 0.0800
H 1.814638 0.249784 -1.591988 -0.331 -0.388 0.926 0.0759
H 2.368855 -0.845537 1.378975 -0.489 0.192 -0.732 0.0652
H -2.442421 1.879437 0.610259 1.189 -0.515 -1.250 0.1186
H -1.427179 2.513087 -0.818204 -0.002 0.164 0.708 0.1035
H -0.761078 2.291389 0.954174 -0.530 -0.237 -1.714 0.1218
H -0.667917 -0.272117 1.577628 -0.296 -0.378 -2.265 0.1616
H -1.694906 -2.248772 0.509779 1.787 1.903 -2.383 0.2564
H -1.572160 -1.381820 -1.012995 -0.422 -0.080 -1.427 0.1445
H -0.203008 -2.199583 -0.333433 0.140 -0.438 -0.935 0.1401
```
Positions in Å, forces in eV/Å.

=====

Record 2
# C5H13NO

A cluster of 2 separate species, C5H13NO in total (wB97M-V/def2-TZVPD, OMol25).

Summary:
**Relative energy (zero: lowest compared OMol25 entry of this formula, charge and spin)**: 83.9 kJ/mol
**LUMO energy**: 0.81 eV
**HOMO level**: -9.874 eV
**Electronic energy**: -328.28689 Ha
**Net charge**: 0
**Orbital gap**: 0.393 Ha
**SMILES**: CCC(N)=O.CC

Structure (XYZ):
```
20
Properties=species:S:1:pos:R:3:forces:R:3:lowdin_charge:R:1
C 1.298014 0.146713 -1.047337 0.655 0.338 -0.480 -0.1683
C 1.813572 0.028188 -2.484101 0.763 -0.243 -0.175 -0.1014
C -0.210531 0.404200 -1.074619 -0.331 1.752 0.036 -0.5455
O -0.945717 0.146657 -1.997133 -0.075 -0.798 -0.059 0.0582
N -0.590179 1.265969 -0.065603 1.013 -0.473 -0.177 0.1287
H 1.614181 -0.707346 -0.451197 -0.344 -0.206 0.049 0.1114
H 1.773465 1.010438 -0.578042 -0.113 0.048 0.091 0.1035
H 1.803197 -1.022210 -2.774350 -0.722 0.190 -0.548 0.0764
H -1.517338 1.598940 0.131907 -0.097 -0.319 -0.283 0.1127
H 0.124053 1.365480 0.628569 -0.260 0.426 0.377 0.0740
H 2.857533 0.291092 -2.692228 0.112 0.153 0.943 0.0700
H 1.287705 0.726285 -3.129989 -0.489 -0.562 -0.232 0.0769
C -1.157574 -0.676593 2.275068 1.056 0.448 0.226 -0.1557
C -0.332417 -1.082678 3.500963 0.125 -0.533 0.912 -0.1655
H -0.934397 -1.135683 1.313131 -0.285 -0.857 0.321 0.0606
H -2.214245 -0.666892 2.520118 -0.099 0.014 -0.342 0.0700
H -0.801859 0.319058 2.049124 -0.640 0.412 0.214 0.0190
H -0.909584 -1.589197 4.279616 -0.312 0.087 -0.187 0.0574
H 0.056773 -0.187090 3.989092 0.039 -0.036 -0.005 0.0579
H 0.517646 -1.760938 3.395371 0.004 0.161 -0.682 0.0597
```
Positions in Å, forces in eV/Å.

=====

Record 3
# C4H7P

The molecule C4H7P (wB97M-V/def2-TZVPD, OMol25).

Summary:
**Relative energy (zero: lowest compared OMol25 entry of this formula, charge and spin)**: 222.0 kJ/mol
**LUMO energy**: 1.18 eV
**HOMO level**: -8.576 eV
**Electronic energy**: -497.84207 Ha
**Net charge**: 0
**Orbital gap**: 0.358 Ha
**SMILES**: C=CPC=C

Structure (XYZ):
```
12
Properties=species:S:1:pos:R:3:forces:R:3:lowdin_charge:R:1
C -2.584254 0.214760 -1.182191 1.306 -1.801 0.784 -0.0806
C -1.550610 -0.170061 -0.426541 0.189 0.409 1.268 -0.4597
C 1.116563 1.155209 -0.313721 -2.164 -1.450 1.183 -0.3728
C 2.209985 0.463271 -0.541857 0.075 -1.900 2.828 -0.0885
P -0.563898 0.948268 0.736277 -0.270 0.526 -1.269 0.8285
H -3.071206 -0.694665 -1.562117 -0.588 1.174 -0.513 0.0575
H -2.829238 1.246066 -1.313689 -0.466 0.275 -0.377 0.0392
H -1.449347 -1.246330 -0.234481 0.270 0.365 -0.341 0.0441
H 0.801900 1.897359 -1.017522 -0.021 0.587 -0.321 0.0205
H -0.750227 0.063836 1.879712 1.275 0.030 -0.757 -0.0893
H 2.592491 -0.376572 0.137981 -0.793 1.280 -1.073 0.0823
H 2.814386 0.697829 -1.350486 1.186 0.506 -1.411 0.0188
```
Positions in Å, forces in eV/Å.

=====

Record 4
# C3H2GdO3

A structure of composition C3H2GdO3 (wB97M-V/def2-TZVPD, OMol25).

Summary:
**Relative energy (zero: lowest compared OMol25 entry of this formula, charge and spin)**: 1026.7 kJ/mol
**2S+1**: 8
**LUMO energy (spin up / spin down)**: -18.32 / -15.50 eV
**HOMO level (spin up / spin down)**: -22.626 / -23.959 eV
**Electronic energy**: -1105.16229 Ha
**Net charge**: +3
**Orbital gap (spin up / spin down)**: 0.158 / 0.311 Ha
**<S²>**: 15.88

Structure (XYZ):
```
9
Properties=species:S:1:pos:R:3:forces:R:3:mulliken_spin:R:1
O -0.777025 -0.859721 1.616055 0.566 0.742 0.626 -0.0395
C -1.846677 -1.454772 1.442980 -0.836 -0.270 -0.654 -0.0005
H -2.346141 -1.791428 2.355386 0.140 -0.203 0.023 -0.0014
H -2.229746 -1.601725 0.426938 -0.182 0.161 0.154 0.0009
O -0.228050 -0.197632 0.478630 1.908 -0.750 0.024 -0.0962
Gd 2.134535 -0.272664 0.498833 -1.625 0.372 -0.108 5.6327
O 1.868152 1.655501 -1.109120 0.047 -0.227 -0.152 0.2245
C 1.794713 2.031162 -2.221349 0.220 -0.631 2.275 0.5035
C 1.630240 2.491279 -3.488353 -0.240 0.806 -2.188 0.7761
```
Positions in Å, forces in eV/Å.

=====

Which of these has the highest electronic energy? C4H10NO